Record 1
27
Properties=species:S:1:pos:R:3:forces:R:3 method="wB97M-V/def2-TZVPD" max_force_ha_per_bohr=0.1111 charge=+2 e_tot_ev=-83580.27272 multiplicity=2 orbital_gap_ha="0.3885 / 0.2371"
Br 1.72916 -1.27030 1.37764 0.12 -0.20 0.18
C -2.29192 2.51283 2.23990 0.72 1.01 -0.49
C -1.11375 1.83878 1.60987 -2.18 -2.09 -1.11
O -1.27502 1.12550 0.62976 1.83 1.74 1.98
N 0.17771 1.71980 2.40528 -0.32 -0.26 -2.08
H 0.07186 2.03869 3.35775 0.31 1.38 0.26
H 0.26276 0.72941 2.58411 0.25 -0.93 -0.45
C 1.42608 2.13121 1.54120 -0.23 0.33 2.84
H -2.89642 2.78966 1.37616 -0.53 -0.34 0.36
H -2.12191 3.43486 2.79582 0.40 -0.14 0.13
H -2.73678 1.77550 2.90815 -0.35 -0.04 -0.12
H 2.17786 1.70682 2.20665 0.66 -0.36 -1.00
H 1.59473 3.19921 1.67912 -0.49 0.07 -0.58
H 1.32183 1.77232 0.51727 -0.01 0.00 0.48
C 1.51613 -3.21374 -2.47566 0.52 1.43 -0.22
C 0.90741 -1.87767 -2.90352 -1.58 -1.03 -4.80
O 0.65143 -1.58597 -4.09056 1.12 -0.28 5.60
N 0.27038 -1.05866 -1.75947 -0.49 -0.74 -0.59
H 0.76061 -1.23082 -0.89336 0.08 -0.92 0.59
H 0.54598 -0.09403 -1.87627 -0.93 0.84 -0.81
C -1.25577 -1.38812 -1.58343 0.83 0.08 0.53
H 2.27715 -3.08882 -1.70537 -0.05 0.09 0.18
H 2.02970 -3.58425 -3.36283 -0.35 -0.33 0.10
H 0.74066 -3.87521 -2.08939 -0.05 -0.07 -0.22
H -1.39727 -2.45472 -1.40893 0.60 -0.16 -0.52
H -1.82349 -1.07866 -2.46095 0.26 0.27 0.26
H -1.54913 -0.97365 -0.61893 -0.13 0.65 -0.49


Record 2
31
Properties=species:S:1:pos:R:3:forces:R:3 method="wB97M-V/def2-TZVPD" max_force_ha_per_bohr=0.0633 charge=-1 e_tot_ev=-110480.19424 orbital_gap_ha=0.2532
Br 1.76778 2.60549 1.06367 -0.16 -0.22 -0.19
O -3.48841 1.87133 1.29385 1.37 -2.44 -1.66
S -3.01841 0.79416 0.38934 -0.26 2.61 1.12
O -3.24452 -0.59364 0.76366 0.28 1.26 -0.84
O -3.79021 1.19685 -1.00397 0.28 0.31 2.01
C -4.28343 0.16950 -1.80658 -0.19 -0.17 -1.70
C -4.97283 0.91728 -2.97061 -0.57 -0.42 0.76
C -1.26937 1.11252 -0.17599 -1.05 -0.12 0.51
H -4.98501 -0.48835 -1.29364 0.18 -0.02 0.16
H -3.38787 -0.36423 -2.12469 -0.33 -0.63 -0.44
H -4.34557 1.77254 -3.22197 -0.13 -0.23 -0.52
H -5.94639 1.28378 -2.64511 0.15 0.44 0.53
H -5.31933 0.28936 -3.79143 0.91 -0.17 -0.30
H -1.16307 2.16150 -0.45244 -0.32 -0.02 0.25
H -1.04214 0.50666 -1.05315 -0.20 -0.26 0.21
H -0.58810 0.92503 0.65397 -0.06 -0.04 -0.03
O 4.31739 -1.95321 3.66550 -1.45 0.93 -2.15
S 3.61543 -1.02484 2.75864 0.44 -0.55 1.05
O 3.83163 0.37735 3.03890 -0.18 -1.34 -1.03
O 3.98406 -1.48807 1.20182 0.48 0.01 1.96
C 3.56084 -0.60514 0.17480 -1.74 -0.12 -2.01
C 4.23866 -0.90083 -1.20514 0.89 0.55 1.52
C 1.80863 -1.32905 2.72196 0.69 0.51 0.11
H 3.54009 0.42296 0.53630 0.66 0.24 -0.39
H 2.51593 -0.79053 -0.07398 -0.49 -0.15 0.59
H 4.02694 -1.83055 -1.73324 -0.44 -0.30 0.70
H 5.29865 -0.91175 -0.95133 0.31 0.22 -0.70
H 3.97394 -0.12269 -1.92105 0.24 0.30 0.30
H 1.56872 -2.36711 2.49178 0.26 0.07 0.26
H 1.35545 -0.66455 1.98633 0.35 0.12 -0.17
H 1.44057 -0.97182 3.68374 0.09 -0.36 0.09


What did the second record say?
31
Properties=species:S:1:pos:R:3:forces:R:3 method="wB97M-V/def2-TZVPD" max_force_ha_per_bohr=0.0633 charge=-1 e_tot_ev=-110480.19424 orbital_gap_ha=0.2532
Br 1.76778 2.60549 1.06367 -0.16 -0.22 -0.19
O -3.48841 1.87133 1.29385 1.37 -2.44 -1.66
S -3.01841 0.79416 0.38934 -0.26 2.61 1.12
O -3.24452 -0.59364 0.76366 0.28 1.26 -0.84
O -3.79021 1.19685 -1.00397 0.28 0.31 2.01
C -4.28343 0.16950 -1.80658 -0.19 -0.17 -1.70
C -4.97283 0.91728 -2.97061 -0.57 -0.42 0.76
C -1.26937 1.11252 -0.17599 -1.05 -0.12 0.51
H -4.98501 -0.48835 -1.29364 0.18 -0.02 0.16
H -3.38787 -0.36423 -2.12469 -0.33 -0.63 -0.44
H -4.34557 1.77254 -3.22197 -0.13 -0.23 -0.52
H -5.94639 1.28378 -2.64511 0.15 0.44 0.53
H -5.31933 0.28936 -3.79143 0.91 -0.17 -0.30
H -1.16307 2.16150 -0.45244 -0.32 -0.02 0.25
H -1.04214 0.50666 -1.05315 -0.20 -0.26 0.21
H -0.58810 0.92503 0.65397 -0.06 -0.04 -0.03
O 4.31739 -1.95321 3.66550 -1.45 0.93 -2.15
S 3.61543 -1.02484 2.75864 0.44 -0.55 1.05
O 3.83163 0.37735 3.03890 -0.18 -1.34 -1.03
O 3.98406 -1.48807 1.20182 0.48 0.01 1.96
C 3.56084 -0.60514 0.17480 -1.74 -0.12 -2.01
C 4.23866 -0.90083 -1.20514 0.89 0.55 1.52
C 1.80863 -1.32905 2.72196 0.69 0.51 0.11
H 3.54009 0.42296 0.53630 0.66 0.24 -0.39
H 2.51593 -0.79053 -0.07398 -0.49 -0.15 0.59
H 4.02694 -1.83055 -1.73324 -0.44 -0.30 0.70
H 5.29865 -0.91175 -0.95133 0.31 0.22 -0.70
H 3.97394 -0.12269 -1.92105 0.24 0.30 0.30
H 1.56872 -2.36711 2.49178 0.26 0.07 0.26
H 1.35545 -0.66455 1.98633 0.35 0.12 -0.17
H 1.44057 -0.97182 3.68374 0.09 -0.36 0.09